Molecular formula: C40H87N2O29P2S7
Method: DFT, ωB97M-V with the def2-TZVPD basis set

Each atom is followed by the atoms it is bonded to, with distances in Å.
Element x y z (Å)
1 N 0.964 2.451 0.932  C2 1.495, H32 1.016, H33 1.015
2 C 0.672 2.267 -0.523  N1 1.495, C3 1.519, H34 1.085, H35 1.080
3 C 2.022 2.176 -1.214  C2 1.519, C4 1.537, H36 1.086, H37 1.093
4 C 2.182 2.638 -2.671  C3 1.537, C5 1.550, N10 1.525, C27 1.554
5 C 2.616 4.125 -2.720  C4 1.550, C6 1.527, H38 1.091, H39 1.085
6 C 2.195 4.938 -1.499  C5 1.527, C7 1.511, H40 1.089, H41 1.082
7 C 3.283 4.976 -0.452  C6 1.511, O8 1.188, O9 1.347
8 O 4.435 5.081 -0.724  C7 1.188
9 O 2.869 4.926 0.829  C7 1.347, H42 0.974
10 N 3.375 1.849 -3.200  C4 1.525, C11 1.516, H43 1.020, H44 1.020
11 C 3.064 0.555 -3.928  N10 1.516, O12 1.397, P13 1.921, C18 1.501
12 O 3.098 0.830 -5.297  C11 1.397, H45 0.967
13 P 4.483 -0.699 -3.603  C11 1.921, P14 2.169, H46 1.412
14 P 3.765 -2.363 -2.412  P13 2.169, O15 1.453, O16 1.618, O17 1.594
15 O 4.923 -3.214 -2.199  P14 1.453
16 O 3.165 -1.887 -0.987  P14 1.618, H47 0.966
17 O 2.628 -3.171 -3.182  P14 1.594, H48 0.967
18 C 1.734 -0.038 -3.567  C11 1.501, C19 1.564, H49 1.086, H50 1.081
19 C 0.518 0.940 -3.670  C18 1.564, C20 1.557, C27 1.538, H51 1.084
20 C -0.300 0.549 -4.936  C19 1.557, C21 1.524, H52 1.085, H53 1.086
21 C -1.425 -0.379 -4.490  C20 1.524, C22 1.389, C26 1.399
22 C -2.761 -0.004 -4.533  C21 1.389, C23 1.395, H54 1.076
23 C -3.744 -0.865 -4.046  C22 1.395, C24 1.386, H55 1.079
24 C -3.425 -2.105 -3.517  C23 1.386, C25 1.390, H56 1.078
25 C -2.094 -2.508 -3.507  C24 1.390, C26 1.391, H57 1.078
26 C -1.112 -1.645 -3.985  C21 1.399, C25 1.391, H58 1.082
27 C 1.003 2.399 -3.654  C4 1.554, C19 1.538, C28 1.552, H59 1.090
28 C -0.111 3.473 -3.525  C27 1.552, C29 1.515, H60 1.081, H61 1.086
29 C -1.544 2.991 -3.442  C28 1.515, O30 1.184, O31 1.368
30 O -2.267 3.094 -4.375  C29 1.184
31 O -2.000 2.464 -2.265  C29 1.368, H62 0.965
32 H 1.241 1.551 1.313  N1 1.016
33 H 0.080 2.634 1.397  N1 1.015
34 H 0.061 1.380 -0.656  C2 1.085
35 H 0.083 3.127 -0.806  C2 1.080
36 H 2.730 2.697 -0.576  C3 1.086
37 H 2.326 1.128 -1.157  C3 1.093
38 H 3.704 4.201 -2.757  C5 1.091
39 H 2.271 4.572 -3.646  C5 1.085
40 H 2.051 5.971 -1.813  C6 1.089
41 H 1.255 4.642 -1.054  C6 1.082
42 H 2.083 4.354 0.888  O9 0.974
43 H 3.959 1.645 -2.388  N10 1.020
44 H 3.945 2.412 -3.832  N10 1.020
45 H 3.964 0.592 -5.656  O12 0.967
46 H 5.347 -0.040 -2.701  P13 1.412
47 H 2.203 -1.805 -1.005  O16 0.966
48 H 1.730 -2.949 -2.898  O17 0.967
49 H 1.727 -0.452 -2.562  C18 1.086
50 H 1.610 -0.869 -4.247  C18 1.081
51 H -0.115 0.748 -2.811  C19 1.084
52 H -0.707 1.412 -5.451  C20 1.085
53 H 0.283 -0.017 -5.657  C20 1.086
54 H -3.056 0.955 -4.924  C22 1.076
55 H -4.770 -0.533 -4.059  C23 1.079
56 H -4.169 -2.771 -3.112  C24 1.078
57 H -1.796 -3.467 -3.117  C25 1.078
58 H -0.094 -2.009 -3.956  C26 1.082
59 H 1.436 2.580 -4.638  C27 1.090
60 H -0.102 4.096 -4.408  C28 1.081
61 H 0.048 4.148 -2.688  C28 1.086
62 H -1.911 3.169 -1.611  O31 0.965
63 O 2.631 -4.203 5.392  S64 1.428
64 S 2.516 -3.031 4.584  O63 1.428, O65 1.434, O66 1.591, C69 1.760
65 O 1.716 -3.038 3.394  S64 1.434
66 O 3.968 -2.491 4.227  S64 1.591, C67 1.445
67 C 4.917 -3.404 3.631  O66 1.445, C68 1.514, H70 1.091, H71 1.088
68 C 4.635 -3.647 2.164  C67 1.514, H72 1.090, H73 1.090, H74 1.090
69 C 2.026 -1.673 5.591  S64 1.760, H75 1.087, H76 1.088, H77 1.087
70 H 4.934 -4.342 4.188  C67 1.091
71 H 5.893 -2.939 3.755  C67 1.088
72 H 3.704 -4.195 2.027  C68 1.090
73 H 5.441 -4.230 1.718  C68 1.090
74 H 4.540 -2.705 1.624  C68 1.090
75 H 2.658 -1.643 6.475  C69 1.087
76 H 0.989 -1.841 5.873  C69 1.088
77 H 2.118 -0.757 5.014  C69 1.087
78 O -4.611 -2.274 1.929  S79 1.432
79 S -4.422 -3.487 1.192  O78 1.432, O80 1.431, O81 1.582, C84 1.760
80 O -4.499 -3.475 -0.236  S79 1.431
81 O -5.397 -4.595 1.762  S79 1.582, C82 1.448
82 C -6.806 -4.274 1.862  O81 1.448, C83 1.514, H85 1.091, H86 1.088
83 C -7.514 -4.341 0.525  C82 1.514, H87 1.089, H88 1.089, H89 1.089
84 C -2.914 -4.249 1.684  S79 1.760, H90 1.086, H91 1.087, H92 1.086
85 H -6.924 -3.296 2.330  C82 1.091
86 H -7.218 -5.013 2.545  C82 1.088
87 H -7.171 -3.555 -0.146  C83 1.089
88 H -8.588 -4.224 0.661  C83 1.089
89 H -7.324 -5.295 0.036  C83 1.089
90 H -2.876 -4.287 2.768  C84 1.086
91 H -2.102 -3.638 1.297  C84 1.087
92 H -2.870 -5.247 1.255  C84 1.086
93 O 8.969 -0.130 8.177  S94 1.431
94 S 9.251 -1.394 7.568  O93 1.431, O95 1.431, O96 1.586, C99 1.759
95 O 9.251 -1.519 6.143  S94 1.431
96 O 8.287 -2.489 8.189  S94 1.586, C97 1.449
97 C 6.865 -2.212 8.176  O96 1.449, C98 1.513, H100 1.084, H101 1.088
98 C 6.250 -2.431 6.812  C97 1.513, H102 1.090, H103 1.090, H104 1.091
99 C 10.760 -2.038 8.203  S94 1.759, H105 1.086, H106 1.088, H107 1.086
100 H 6.679 -1.206 8.534  C97 1.084
101 H 6.427 -2.900 8.896  C97 1.088
102 H 6.612 -1.695 6.094  C98 1.090
103 H 5.165 -2.343 6.869  C98 1.090
104 H 6.507 -3.418 6.425  C98 1.091
105 H 10.741 -1.973 9.287  C99 1.086
106 H 11.564 -1.426 7.799  C99 1.088
107 H 10.868 -3.067 7.872  C99 1.086
108 O 4.757 -0.380 9.403  S109 1.434
109 S 3.788 -0.291 10.457  O108 1.434, O110 1.429, O111 1.586, C114 1.758
110 O 2.447 -0.728 10.226  S109 1.429
111 O 3.773 1.197 11.007  S109 1.586, C112 1.444
112 C 3.608 2.269 10.054  O111 1.444, C113 1.516, H115 1.091, H116 1.088
113 C 2.171 2.424 9.600  C112 1.516, H117 1.089, H118 1.090, H119 1.090
114 C 4.413 -1.060 11.908  S109 1.758, H120 1.086, H121 1.088, H122 1.086
115 H 4.283 2.115 9.210  C112 1.091
116 H 3.937 3.165 10.576  C112 1.088
117 H 1.847 1.569 9.007  C113 1.089
118 H 2.069 3.322 8.991  C113 1.090
119 H 1.503 2.500 10.458  C113 1.090
120 H 5.420 -0.696 12.093  C114 1.086
121 H 4.422 -2.132 11.724  C114 1.088
122 H 3.752 -0.827 12.738  C114 1.086
123 O -1.273 5.650 -1.108  S124 1.442
124 S -2.167 5.776 0.016  O123 1.442, O125 1.425, O126 1.574, C129 1.763
125 O -3.561 5.533 -0.152  S124 1.425
126 O -1.932 7.170 0.707  S124 1.574, C127 1.453
127 C -2.005 8.366 -0.115  O126 1.453, C128 1.514, H130 1.090, H131 1.087
128 C -3.433 8.764 -0.428  C127 1.514, H132 1.089, H133 1.089, H134 1.089
129 C -1.567 4.766 1.330  S124 1.763, H135 1.088, H136 1.089, H137 1.086
130 H -1.419 8.221 -1.023  C127 1.090
131 H -1.515 9.140 0.470  C127 1.087
132 H -3.915 8.037 -1.080  C128 1.089
133 H -3.445 9.732 -0.928  C128 1.089
134 H -4.022 8.829 0.486  C128 1.089
135 H -0.509 4.971 1.482  C129 1.088
136 H -1.720 3.729 1.035  C129 1.089
137 H -2.139 4.985 2.228  C129 1.086
138 O 1.664 -1.239 -8.966  S139 1.431
139 S 1.028 0.023 -9.186  O138 1.431, O140 1.431, O141 1.581, C144 1.761
140 O -0.178 0.362 -8.493  S139 1.431
141 O 0.825 0.246 -10.737  S139 1.581, C142 1.449
142 C 0.146 -0.790 -11.489  O141 1.449, C143 1.515, H145 1.090, H146 1.087
143 C -1.355 -0.759 -11.289  C142 1.515, H147 1.089, H148 1.090, H149 1.090
144 C 2.198 1.315 -8.936  S139 1.761, H150 1.087, H151 1.088, H152 1.087
145 H 0.566 -1.762 -11.232  C142 1.090
146 H 0.393 -0.591 -12.529  C142 1.087
147 H -1.626 -1.033 -10.270  C143 1.089
148 H -1.834 -1.461 -11.970  C143 1.090
149 H -1.747 0.241 -11.476  C143 1.090
150 H 3.103 1.082 -9.491  C144 1.087
151 H 2.403 1.357 -7.868  C144 1.088
152 H 1.763 2.252 -9.274  C144 1.087
153 O -10.341 -4.875 -1.738  S154 1.432
154 S -11.153 -4.370 -2.804  O153 1.432, O155 1.429, O156 1.588, C159 1.759
155 O -10.724 -3.231 -3.553  S154 1.429
156 O -12.620 -4.116 -2.252  S154 1.588, C157 1.444
157 C -12.763 -3.305 -1.067  O156 1.444, C158 1.515, H160 1.091, H161 1.088
158 C -12.615 -1.824 -1.356  C157 1.515, H162 1.089, H163 1.090, H164 1.090
159 C -11.556 -5.674 -3.913  S154 1.759, H165 1.086, H166 1.088, H167 1.086
160 H -12.053 -3.638 -0.308  C157 1.091
161 H -13.763 -3.518 -0.696  C157 1.088
162 H -11.597 -1.578 -1.653  C158 1.089
163 H -12.861 -1.246 -0.466  C158 1.090
164 H -13.276 -1.525 -2.168  C158 1.090
165 H -11.915 -6.524 -3.341  C159 1.086
166 H -10.645 -5.932 -4.448  C159 1.088
167 H -12.313 -5.320 -4.607  C159 1.086

For the electronic energy, the calculation gives -7337.60413 Ha. The total charge is +1.

---

Molecular formula: C40H87O13P
Method: DFT, ωB97M-V with the def2-TZVPD basis set

Each atom is followed by the atoms it is bonded to, with distances in Å.
Element x y z (Å)
1 C 4.230 -1.513 -0.800  C2 1.539, H37 1.096, H38 1.094, H39 1.097
2 C 4.708 -0.050 -0.798  C1 1.539, O3 1.435, C4 1.520, H40 1.100
3 O 6.101 -0.007 -1.139  C2 1.435, H41 0.961
4 C 3.954 0.799 -1.809  C2 1.520, C5 1.554, H42 1.095, H43 1.097
5 C 2.469 1.031 -1.413  C4 1.554, O6 1.426, P34 1.893, H44 1.104
6 O 1.708 0.741 -2.584  C5 1.426, C7 1.412
7 C 0.351 0.492 -2.278  O6 1.412, C8 1.543, C28 1.530, H45 1.103
8 C 0.131 -0.824 -1.505  C7 1.543, C9 1.534, H46 1.089, H47 1.097
9 C -0.266 -0.609 -0.038  C8 1.534, O10 1.433, H48 1.100, H49 1.103
10 O 0.365 -1.589 0.796  C9 1.433, C11 1.420
11 C -0.314 -1.664 2.040  O10 1.420, C12 1.542, H50 1.093, H51 1.099
12 C -1.042 -3.013 2.212  C11 1.542, O13 1.432, H52 1.098, H53 1.093
13 O -2.361 -2.878 2.750  C12 1.432, C14 1.384
14 C -3.133 -2.157 1.856  O13 1.384, C15 1.379, C27 1.366
15 C -3.557 -0.897 2.222  C14 1.379, C16 1.368, H54 1.087
16 C -4.276 -0.123 1.354  C15 1.368, C17 1.389, H55 1.084
17 C -4.616 -0.571 0.084  C16 1.389, C18 1.555, C26 1.376
18 C -5.388 0.361 -0.892  C17 1.555, C19 1.546, C20 1.559, C21 1.557
19 C -5.095 -0.166 -2.316  C18 1.546, H56 1.089, H57 1.099, H58 1.093
20 C -6.917 0.197 -0.638  C18 1.559, H59 1.097, H60 1.090, H61 1.094
21 C -4.873 1.806 -0.627  C18 1.557, C22 1.549, H62 1.096, H63 1.094
22 C -5.051 2.847 -1.760  C21 1.549, C23 1.566, C24 1.541, C25 1.572
23 C -3.911 2.763 -2.830  C22 1.566, H64 1.090, H65 1.092, H66 1.098
24 C -6.452 2.888 -2.401  C22 1.541, H67 1.094, H68 1.093, H69 1.097
25 C -4.852 4.247 -1.073  C22 1.572, H70 1.096, H71 1.090, H72 1.095
26 C -4.208 -1.843 -0.247  C17 1.376, C27 1.373, H73 1.084
27 C -3.488 -2.625 0.623  C14 1.366, C26 1.373, H74 1.087
28 C -0.374 0.413 -3.622  C7 1.530, O29 1.420, H75 1.104, H76 1.099
29 O 0.093 -0.706 -4.361  C28 1.420, C30 1.413
30 C -0.845 -1.153 -5.318  O29 1.413, C31 1.540, H77 1.098, H78 1.097
31 C -1.837 -2.166 -4.715  C30 1.540, C32 1.523, H79 1.097, H80 1.096
32 C -1.104 -3.256 -3.944  C31 1.523, O33 1.438, H81 1.102, H82 1.093
33 O -2.054 -3.879 -3.062  C32 1.438, H83 0.964
34 P 2.331 2.809 -0.780  C5 1.893, C35 1.835, O36 1.687
35 C 1.090 3.750 -1.749  P34 1.835, H84 1.093, H85 1.099, H86 1.091
36 O 1.664 2.664 0.764  P34 1.687, H87 0.966
37 H 4.988 -2.180 -0.372  C1 1.096
38 H 3.295 -1.603 -0.240  C1 1.094
39 H 4.095 -1.831 -1.841  C1 1.097
40 H 4.608 0.383 0.208  C2 1.100
41 H 6.420 -0.910 -1.224  O3 0.961
42 H 4.008 0.395 -2.825  C4 1.095
43 H 4.446 1.779 -1.850  C4 1.097
44 H 2.261 0.351 -0.569  C5 1.104
45 H -0.097 1.361 -1.767  C7 1.103
46 H -0.646 -1.407 -1.998  C8 1.089
47 H 1.091 -1.354 -1.497  C8 1.097
48 H -0.062 0.412 0.315  C9 1.100
49 H -1.351 -0.795 0.031  C9 1.103
50 H -0.957 -0.797 2.218  C11 1.093
51 H 0.465 -1.613 2.814  C11 1.099
52 H -1.044 -3.529 1.243  C12 1.098
53 H -0.460 -3.639 2.893  C12 1.093
54 H -3.271 -0.524 3.202  C15 1.087
55 H -4.563 0.866 1.694  C16 1.084
56 H -5.321 0.541 -3.112  C19 1.089
57 H -4.021 -0.389 -2.403  C19 1.099
58 H -5.612 -1.114 -2.482  C19 1.093
59 H -7.405 0.264 -1.619  C20 1.097
60 H -7.174 -0.774 -0.214  C20 1.090
61 H -7.325 1.037 -0.067  C20 1.094
62 H -3.799 1.738 -0.420  C21 1.096
63 H -5.377 2.165 0.275  C21 1.094
64 H -3.421 3.730 -2.947  C23 1.090
65 H -4.242 2.319 -3.772  C23 1.092
66 H -3.154 2.087 -2.410  C23 1.098
67 H -7.268 2.816 -1.676  C24 1.094
68 H -6.610 2.159 -3.200  C24 1.093
69 H -6.559 3.874 -2.870  C24 1.097
70 H -3.779 4.369 -0.889  C25 1.096
71 H -5.255 5.045 -1.697  C25 1.090
72 H -5.324 4.225 -0.085  C25 1.095
73 H -4.429 -2.276 -1.216  C26 1.084
74 H -3.161 -3.623 0.343  C27 1.087
75 H -0.110 1.315 -4.199  C28 1.104
76 H -1.465 0.418 -3.484  C28 1.099
77 H -1.383 -0.322 -5.795  C30 1.098
78 H -0.299 -1.681 -6.111  C30 1.097
79 H -2.383 -2.671 -5.522  C31 1.097
80 H -2.602 -1.683 -4.097  C31 1.096
81 H -0.773 -4.054 -4.627  C32 1.102
82 H -0.233 -2.884 -3.399  C32 1.093
83 H -1.559 -4.371 -2.397  O33 0.964
84 H 1.330 4.803 -1.579  C35 1.093
85 H 0.079 3.592 -1.349  C35 1.099
86 H 1.155 3.558 -2.821  C35 1.091
87 H 2.292 2.122 1.257  O36 0.966
88 C 2.756 -3.697 -6.142  C89 1.518, H91 1.090, H92 1.092, H93 1.093
89 C 2.674 -4.703 -5.009  C88 1.518, O90 1.425, H94 1.089, H95 1.096
90 O 2.855 -4.052 -3.754  C89 1.425, H96 0.964
91 H 3.720 -3.188 -6.129  C88 1.090
92 H 2.627 -4.184 -7.111  C88 1.092
93 H 1.985 -2.929 -6.032  C88 1.093
94 H 3.456 -5.455 -5.110  C89 1.089
95 H 1.705 -5.214 -5.010  C89 1.096
96 H 2.156 -3.394 -3.670  O90 0.964
97 C 2.998 4.763 -5.913  C98 1.518, H100 1.091, H101 1.091, H102 1.093
98 C 4.163 4.947 -4.957  C97 1.518, O99 1.423, H103 1.089, H104 1.095
99 O 4.096 4.015 -3.883  C98 1.423, H105 0.963
100 H 2.051 4.888 -5.385  C97 1.091
101 H 3.043 5.485 -6.730  C97 1.091
102 H 3.002 3.756 -6.336  C97 1.093
103 H 4.145 5.945 -4.520  C98 1.089
104 H 5.115 4.817 -5.482  C98 1.095
105 H 4.122 3.129 -4.260  O99 0.963
106 C 2.949 8.158 0.250  C107 1.518, H109 1.091, H110 1.092, H111 1.093
107 C 2.570 6.769 0.732  C106 1.518, O108 1.424, H112 1.090, H113 1.095
108 O 3.099 5.764 -0.128  C107 1.424, H114 0.962
109 H 2.582 8.322 -0.764  C106 1.091
110 H 2.534 8.927 0.904  C106 1.092
111 H 4.035 8.273 0.223  C106 1.093
112 H 1.487 6.649 0.739  C107 1.090
113 H 2.942 6.599 1.748  C107 1.095
114 H 4.058 5.852 -0.132  O108 0.962
115 C -0.387 -1.970 6.364  C116 1.515, H118 1.092, H119 1.090, H120 1.094
116 C -0.707 -0.580 6.876  C115 1.515, O117 1.427, H121 1.089, H122 1.095
117 O -0.821 0.350 5.799  C116 1.427, H123 0.962
118 H 0.546 -1.963 5.797  C115 1.092
119 H -0.290 -2.677 7.188  C115 1.090
120 H -1.172 -2.322 5.688  C115 1.094
121 H 0.085 -0.220 7.532  C116 1.089
122 H -1.646 -0.584 7.439  C116 1.095
123 H -1.527 0.042 5.224  O117 0.962
124 C 1.652 -2.105 10.611  C125 1.517, H127 1.091, H128 1.091, H129 1.093
125 C 1.582 -3.515 10.054  C124 1.517, O126 1.426, H130 1.089, H131 1.095
126 O 1.610 -3.504 8.628  C125 1.426, H132 0.963
127 H 0.819 -1.507 10.238  C124 1.091
128 H 1.620 -2.112 11.701  C124 1.091
129 H 2.572 -1.610 10.293  C124 1.093
130 H 0.654 -3.999 10.355  C125 1.089
131 H 2.421 -4.115 10.422  C125 1.095
132 H 2.434 -3.086 8.356  O126 0.963
133 C 3.544 -5.411 6.507  C134 1.517, H136 1.090, H137 1.091, H138 1.093
134 C 4.010 -4.171 5.768  C133 1.517, O135 1.426, H139 1.090, H140 1.095
135 O 5.242 -3.688 6.299  C134 1.426, H141 0.962
136 H 3.419 -5.195 7.568  C133 1.090
137 H 2.595 -5.770 6.108  C133 1.091
138 H 4.283 -6.212 6.426  C133 1.093
139 H 3.279 -3.368 5.869  C134 1.090
140 H 4.142 -4.383 4.702  C134 1.095
141 H 5.896 -4.387 6.203  O135 0.962

For the electronic energy, the calculation gives -2895.60788 Ha. As for the structure (SMILES): C[C@@H](O)C[C@H](O[C@H](CCOCCOc1ccc(C(C)(C)CC(C)(C)C)cc1)COCCCO)P(C)O.CCO.CCO.CCO.CCO.CCO.CCO.

---

| no. | HOMO energy (eV) |
| --- | --- |
| 1 | -10.9251 |
| 2 | -7.2993 |